The following is a DFT calculation (the ωB97M-V functional and the def2-TZVPD basis) of a cluster of 3 separate species, C2H10N2O2 in total at a distorted geometry.

Last column: natural (NBO) charge in e.
Positions of all 16 atoms, in Å:
O 0.550 2.390 0.723  -0.9470
O 1.221 -0.880 2.237  -0.9453
N -0.060 -1.429 -0.991  -0.4994
N -1.960 -0.100 -0.507  -0.8289
C -1.313 -1.256 -0.917  0.2807
C 0.838 -0.324 -0.925  -0.4637
H 1.570 -0.275 -0.119  0.1938
H 1.103 -1.094 1.300  0.4742
H -1.502 0.768 -0.757  0.3858
H 0.408 0.676 -0.861  0.1787
H 0.332 -1.047 2.588  0.4681
H 0.819 2.245 1.636  0.4818
H -1.933 -2.130 -1.078  0.1708
H -2.914 0.031 -0.816  0.3779
H 1.346 2.690 0.274  0.4693
H 1.496 -0.266 -1.786  0.2033

Results
Total energy in eV: -9310.70049
SMILES: C/N=C\N.O.O
Relative energy (zero: lowest compared OMol25 entry of this formula, charge and spin) in eV: 0.869

The following is a DFT calculation (the ωB97M-V functional and the def2-TZVPD basis) of a cluster of 3 separate species, C2H10N2O2 in total at a distorted geometry.

Last column: natural (NBO) charge in e.
Positions of all 16 atoms, in Å:
O 2.303 -0.452 0.371  -0.9255
O -2.403 0.761 -0.660  -0.8405
N -0.769 -0.533 0.748  -0.4037
N 0.453 0.094 -1.312  -0.7027
C -0.205 -0.987 -0.567  -0.1234
C 0.015 0.610 1.378  -0.4230
H 0.427 -1.878 -0.379  0.2765
H -1.139 -1.309 -1.056  0.2289
H 0.983 0.156 1.285  0.2904
H 0.219 -0.021 -2.269  0.3813
H 0.035 1.461 0.769  0.2433
H -2.549 1.606 -1.105  0.4502
H 1.410 -0.067 -0.925  0.4407
H -1.592 -0.004 0.508  0.4391
H -0.295 0.701 2.416  0.2111
H 3.108 -0.138 0.798  0.4574

Results
Total energy in eV: -9302.44601
Relative energy (zero: lowest compared OMol25 entry of this formula, charge and spin) in eV: 9.123

The following is a DFT calculation (the ωB97M-V functional and the def2-TZVPD basis) of a cluster of 2 separate species, C2H10N2O2 in total at a distorted geometry.

Last column: natural (NBO) charge in e.
Positions of all 16 atoms, in Å:
O 2.098 -0.427 2.920  -0.7257
O -1.213 1.537 -1.632  -0.7193
N -2.420 -0.356 -0.827  -0.8982
N 1.559 -0.451 0.654  -0.8505
C -2.099 0.493 -1.933  0.1089
C 2.645 -0.617 1.606  0.0991
H 3.423 0.146 1.485  0.1383
H 1.154 -0.280 2.798  0.4665
H -1.670 2.219 -1.123  0.4677
H 1.206 0.475 0.891  0.3459
H -3.222 -0.953 -0.916  0.3726
H 1.880 -0.265 -0.292  0.3678
H 3.036 -1.623 1.596  0.1591
H -3.051 0.879 -2.312  0.1460
H -1.587 -0.049 -2.728  0.1385
H -1.739 -0.727 -0.188  0.3835

Results
Total energy in eV: -9310.36349
SMILES: NCO.NCO
Relative energy (zero: lowest compared OMol25 entry of this formula, charge and spin) in eV: 1.206

The following is a DFT calculation (the ωB97M-V functional and the def2-TZVPD basis) of a cluster of 2 separate species, C2H10N2S in total at a distorted geometry.

Last column: natural (NBO) charge in e.
Positions of all 15 atoms, in Å:
S -1.222 -1.934 1.434  -0.0567
N 1.304 -0.722 -1.297  -0.8583
N 0.214 1.334 -1.864  -0.8456
C 1.083 0.654 -0.926  -0.0276
C -1.666 -0.263 2.003  -0.7352
H 0.643 0.715 0.111  0.1197
H 0.117 -1.954 1.559  0.1155
H 0.415 1.082 -2.822  0.3649
H 1.802 -1.248 -0.594  0.3609
H -2.766 -0.273 2.184  0.2302
H -1.295 0.014 2.979  0.2217
H 0.286 2.335 -1.752  0.3628
H -1.440 0.416 1.196  0.2237
H 2.013 1.132 -0.645  0.1516
H 0.512 -1.288 -1.566  0.3723

Results
Total energy in eV: -16050.86436
SMILES: NCN.CS
Relative energy (zero: lowest compared OMol25 entry of this formula, charge and spin) in eV: 0.774

The following is a DFT calculation (the ωB97M-V functional and the def2-TZVPD basis) of a cluster of 2 separate species, C2H10N2S2 in total at a distorted geometry.

Last column: natural (NBO) charge in e.
Positions of all 16 atoms, in Å:
S 1.603 -0.955 0.979  -0.1211
S 1.983 0.257 -0.641  0.0945
N -1.932 0.065 0.886  -0.8605
N -3.607 -0.367 -0.837  -0.8517
C -2.171 -0.218 -0.516  -0.0563
C 1.244 1.839 -0.294  -0.7844
H -2.282 -0.721 1.424  0.3564
H -2.228 0.902 1.347  0.3691
H -1.807 0.649 -1.075  0.1615
H -1.587 -1.100 -0.753  0.1788
H -3.977 0.492 -1.216  0.3526
H 1.114 2.088 0.765  0.2391
H -3.701 -1.040 -1.590  0.3532
H 1.909 2.601 -0.684  0.2280
H 0.220 2.019 -0.638  0.2119
H 0.408 -1.386 0.502  0.1289

Results
Total energy in eV: -26886.38863
SMILES: CSS.NCN
Relative energy (zero: lowest compared OMol25 entry of this formula, charge and spin) in eV: 0.499

The following is a DFT calculation (the ωB97M-V functional and the def2-TZVPD basis) of a cluster of 2 separate species, C2H10N3 in total at a distorted geometry.

Last column: natural (NBO) charge in e.
Positions of all 15 atoms, in Å:
N -0.774 0.954 0.540  -0.8884
N 0.275 -0.880 -0.803  -0.7261
N 1.008 1.674 1.909  -0.8317
C -0.217 1.158 1.666  0.3521
C -0.369 -1.667 -1.893  -0.4475
H 1.847 1.767 1.228  0.4185
H 0.232 -1.294 0.116  0.4231
H -0.360 -2.793 -1.678  0.2484
H 0.265 -1.547 -2.868  0.2447
H 1.334 -0.710 -0.946  0.4277
H -1.771 1.280 0.438  0.4245
H -0.173 0.083 -0.629  0.4658
H 1.115 2.442 2.573  0.4354
H -1.395 -1.189 -2.027  0.2412
H -1.017 0.724 2.375  0.2122

Results
Total energy in eV: -6697.99210
Charge: +1
Relative energy (zero: lowest compared OMol25 entry of this formula, charge and spin) in eV: 3.047

The following is a DFT calculation (the ωB97M-V functional and the def2-TZVPD basis) of a cluster of 2 separate species, C2H10N3O in total at a distorted geometry.

Last column: natural (NBO) charge in e.
Positions of all 16 atoms, in Å:
O 1.975 0.411 1.656  -0.9336
N -1.409 -0.974 0.537  -0.8505
N -0.278 0.385 -1.131  -0.6416
N 0.459 -1.821 -0.638  -0.8690
C -0.316 -0.731 -0.282  0.3703
C -0.772 1.657 -0.657  -0.4027
H 2.794 0.061 2.021  0.4647
H 1.958 1.334 1.930  0.4642
H -1.775 1.526 -0.282  0.1838
H 1.408 -1.702 -0.927  0.3849
H -2.165 -0.317 0.482  0.3724
H -1.707 -1.937 0.620  0.3516
H 0.615 0.468 -1.581  0.3718
H 0.173 -2.750 -0.394  0.3687
H -0.817 2.332 -1.501  0.2024
H -0.143 2.057 0.146  0.1627

Results
Total energy in eV: -8751.84055
Spin multiplicity: 2
Relative energy (zero: lowest compared OMol25 entry of this formula, charge and spin) in eV: 0.000
<S²>: 0.75

The following is a DFT calculation (the ωB97M-V functional and the def2-TZVPD basis) of a cluster of 2 separate species, C2H10N4 in total at a distorted geometry.

Last column: natural (NBO) charge in e.
Positions of all 16 atoms, in Å:
N -0.986 0.588 -3.159  -0.7282
N 1.463 -1.906 2.530  -0.8477
N -2.127 2.267 -4.216  -0.8264
N 1.778 -0.309 4.410  -0.8732
C 1.107 -1.461 3.885  -0.0569
C -1.651 0.983 -4.170  0.2764
H 1.645 0.574 3.949  0.3673
H 2.391 -2.306 2.494  0.3456
H 1.457 -1.130 1.879  0.3480
H -1.598 2.919 -3.670  0.4055
H 0.042 -1.243 3.841  0.1738
H 1.314 -2.312 4.536  0.1787
H -2.774 2.489 -4.944  0.3913
H -1.939 0.339 -5.010  0.1415
H 2.688 -0.479 4.795  0.3644
H -0.508 -0.289 -3.353  0.3400

Results
Total energy in eV: -8196.03264
SMILES: [H]/N=C/N.NCN
Relative energy (zero: lowest compared OMol25 entry of this formula, charge and spin) in eV: 0.803

The following is a DFT calculation (the ωB97M-V functional and the def2-TZVPD basis) of a cluster of 2 separate species, C2H10N4 in total at a distorted geometry.

Last column: natural (NBO) charge in e.
Positions of all 16 atoms, in Å:
N -2.385 -0.396 -1.972  -0.8396
N 3.185 -0.027 2.195  -0.8167
N 2.490 -0.965 0.204  -0.7190
N -2.061 0.843 0.153  -0.8274
C -3.009 0.220 -0.769  -0.0625
C 3.415 -0.505 0.956  0.2716
H -1.450 1.493 -0.323  0.3466
H 4.467 -0.584 0.652  0.1507
H -3.513 -0.571 -0.221  0.1685
H 2.286 0.118 2.616  0.3938
H -3.857 0.937 -0.884  0.1546
H -1.608 0.200 -2.241  0.3467
H 3.771 0.680 2.602  0.3833
H -3.086 -0.303 -2.702  0.3528
H 2.881 -1.166 -0.711  0.3372
H -1.526 0.026 0.445  0.3594

Results
Total energy in eV: -8195.80259
SMILES: [H]/N=C/N.NCN
Relative energy (zero: lowest compared OMol25 entry of this formula, charge and spin) in eV: 1.033

The following is a DFT calculation (the ωB97M-V functional and the def2-TZVPD basis) of a cluster of 2 separate species, C2H10N4 in total.

Last column: natural (NBO) charge in e.
Positions of all 16 atoms, in Å:
N -1.516 -1.301 2.320  -0.8317
N 1.127 1.552 -0.990  -0.8327
N 1.149 -0.638 -1.711  -0.7637
N -1.130 0.237 0.384  -0.8690
C -0.585 -0.508 1.523  -0.0672
C 1.431 0.591 -1.898  0.2871
H -2.059 0.600 0.578  0.3546
H -0.103 0.188 2.212  0.1697
H -1.213 -0.396 -0.404  0.3765
H 0.395 1.285 -0.330  0.4262
H 0.174 -1.173 1.127  0.2018
H 1.921 0.951 -2.807  0.1387
H -1.999 -1.959 1.719  0.3476
H 1.180 2.513 -1.271  0.3801
H -2.230 -0.707 2.724  0.3442
H 1.498 -1.181 -2.493  0.3378

Results
Total energy in eV: -8196.57324
SMILES: [H]/N=C/N.NCN
Relative energy (zero: lowest compared OMol25 entry of this formula, charge and spin) in eV: 0.262

> relative energy (zero: lowest compared OMol25 entry of this formula, charge and spin) of number 7 (C2H10N3O)?

0.000 eV